120
Properties=species:S:1:pos:R:3:forces:R:3 method="wB97M-V/def2-TZVPD" e_above_lowest_kcal_mol=24.78 e_tot_ev=-199135.2349 s2=3.7613 total_charge=+1 multiplicity=4
Ti 0.257063 0.395967 -0.552141 -0.638 -0.015 0.441
N -0.353048 -1.472060 -0.819428 0.315 -0.176 -0.084
P -1.126467 -2.644032 -1.355493 -0.221 -0.026 0.132
N -0.466826 -4.151362 -1.546692 -0.100 -0.017 0.002
C 0.396898 -4.372458 -2.716732 -0.024 0.014 0.022
C 0.473350 -5.860607 -3.024138 0.011 -0.012 -0.008
C 0.964073 -6.637202 -1.804632 0.011 -0.003 0.003
C 0.116794 -6.315694 -0.576018 -0.007 -0.010 0.001
C 0.063094 -4.812811 -0.346974 0.045 0.029 0.010
N -2.079543 -2.431949 -2.690898 0.019 0.008 -0.108
C -2.454254 -1.048374 -3.058272 0.033 -0.058 -0.031
C -3.850864 -1.026761 -3.648016 -0.027 0.000 -0.006
C -3.893785 -1.823697 -4.958576 0.001 0.005 -0.002
C -2.922078 -3.014862 -4.908993 -0.002 -0.016 -0.007
C -2.728633 -3.491812 -3.476699 -0.022 0.021 0.016
N -2.459275 -3.016163 -0.221247 0.048 0.022 0.075
C -3.296899 -4.195861 -0.288633 0.023 0.001 0.045
C -4.766303 -3.780175 -0.353777 -0.011 0.014 -0.017
C -5.189097 -3.043117 0.927049 0.009 -0.003 -0.010
C -3.979835 -2.379841 1.600106 0.001 -0.017 -0.002
C -2.963680 -1.909988 0.577714 -0.013 -0.009 -0.096
H 1.406292 -3.987793 -2.510966 -0.002 0.006 0.010
H 0.007763 -3.807691 -3.564056 -0.024 -0.004 -0.019
H 1.138217 -6.019968 -3.874883 -0.001 -0.001 0.000
H -0.518823 -6.217466 -3.317554 -0.001 0.007 0.010
H 2.005627 -6.364396 -1.601652 -0.003 0.002 0.002
H 0.954974 -7.708840 -2.005561 -0.005 -0.001 -0.003
H 0.521980 -6.804924 0.311477 0.007 0.002 -0.004
H -0.901294 -6.690851 -0.719216 0.000 0.004 0.005
H 1.071931 -4.433585 -0.127755 -0.010 0.006 0.000
H -0.559114 -4.562761 0.513682 -0.033 -0.008 -0.002
H -1.731949 -0.662729 -3.785438 -0.027 -0.004 0.007
H -2.388214 -0.417142 -2.174558 -0.007 0.013 0.003
H -4.154928 0.008407 -3.798761 -0.006 -0.004 -0.016
H -4.549838 -1.438743 -2.913879 0.017 0.012 -0.017
H -3.630034 -1.175195 -5.795386 -0.003 -0.005 -0.007
H -4.909939 -2.173746 -5.145722 -0.001 -0.002 0.011
H -1.946577 -2.734388 -5.315400 -0.002 0.001 0.010
H -3.286626 -3.845063 -5.514682 -0.004 0.010 -0.009
H -2.122829 -4.394053 -3.433054 0.025 -0.005 -0.002
H -3.707951 -3.739781 -3.049145 0.007 -0.007 -0.006
H -3.115432 -4.774378 0.628602 -0.005 -0.014 -0.014
H -2.971533 -4.812073 -1.123824 -0.004 0.013 -0.017
H -5.377519 -4.664327 -0.531541 -0.007 -0.009 0.018
H -4.888833 -3.127445 -1.222110 -0.008 -0.018 0.010
H -5.657909 -3.735714 1.626308 -0.005 -0.007 -0.004
H -5.936438 -2.289717 0.678606 0.003 0.006 -0.002
H -3.490035 -3.073779 2.288800 0.004 0.001 0.009
H -4.281959 -1.519152 2.194097 -0.021 0.009 -0.042
H -2.105921 -1.388288 1.005720 -0.047 -0.098 -0.004
H -3.426413 -1.187134 -0.119542 0.045 -0.120 0.094
Cl 0.477575 1.144319 -3.438927 -0.063 0.064 -0.048
C 0.135389 2.786146 -2.889833 -0.001 0.024 0.035
Cl 0.221754 2.856109 -1.090608 0.107 0.196 -0.131
H -0.878757 3.055611 -3.156903 -0.013 -0.007 -0.012
H 0.888415 3.458442 -3.282195 -0.006 0.011 -0.008
C 1.134351 5.017373 4.083051 0.005 -0.001 -0.016
C 1.542843 4.823422 2.770234 -0.001 0.012 0.012
C 1.416347 3.569905 2.189214 0.001 0.045 0.040
C 0.890213 2.505801 2.914678 -0.025 0.005 -0.009
C 0.487860 2.703619 4.229509 -0.033 0.003 0.015
C 0.609013 3.959468 4.809360 -0.004 -0.011 0.008
As 0.771885 0.776894 2.049687 0.101 -0.104 0.088
C -0.273087 -0.222244 3.339216 -0.042 0.058 0.012
C 0.293989 -1.040930 4.309338 -0.011 -0.037 -0.016
C -0.518196 -1.671226 5.243886 -0.003 0.004 -0.008
C -1.891361 -1.469272 5.225850 -0.005 0.007 -0.006
C -2.456809 -0.639017 4.267013 0.015 0.012 0.014
C -1.651836 -0.024231 3.318269 -0.001 0.017 0.015
C 2.566543 0.087291 2.344210 0.004 0.010 0.026
C 2.816611 -1.246698 2.028155 0.022 -0.015 -0.029
C 4.100734 -1.759936 2.122906 -0.003 0.004 -0.002
C 5.150232 -0.939076 2.519367 -0.005 0.002 -0.004
C 4.906412 0.389612 2.830296 -0.002 0.002 -0.002
C 3.616794 0.902800 2.746352 0.017 0.005 0.027
H 1.221165 5.995383 4.537710 0.000 0.002 -0.004
H 1.948152 5.648909 2.198487 -0.009 -0.010 -0.006
H 1.742560 3.422100 1.166531 0.000 -0.022 -0.027
H 0.071322 1.886232 4.804592 0.005 0.001 -0.004
H 0.287200 4.110352 5.831490 0.001 -0.001 -0.001
H 1.366265 -1.184944 4.348754 0.002 0.007 -0.006
H -0.073028 -2.307414 5.998067 -0.003 0.001 -0.001
H -2.518234 -1.947818 5.967220 0.001 0.002 -0.001
H -3.523598 -0.453258 4.261900 0.007 -0.009 0.008
H -2.107652 0.629182 2.582710 0.031 -0.014 0.028
H 2.002360 -1.886855 1.699703 -0.005 0.008 0.004
H 4.285857 -2.800171 1.884947 0.001 0.001 0.001
H 6.153415 -1.338880 2.592553 0.000 -0.001 -0.001
H 5.718696 1.031518 3.146699 0.001 -0.002 0.001
H 3.436422 1.939978 3.001481 -0.004 -0.005 -0.001
F -1.920950 0.760525 -0.087096 0.292 0.182 -0.069
Sb -3.426477 2.007661 -0.162399 -0.198 0.051 -0.072
F -2.321242 3.238632 0.721251 0.032 0.013 0.024
F -3.979162 1.271319 1.483839 0.014 -0.031 0.002
F -4.871137 3.175495 -0.282118 -0.005 0.031 0.013
F -4.363848 0.612506 -1.037111 0.016 -0.027 -0.007
F -2.734317 2.535684 -1.846554 0.012 -0.009 -0.040
C 4.015171 -1.507398 -1.661455 0.044 0.017 0.185
C 2.729883 -1.191428 -1.274285 -0.021 -0.065 -0.292
N 2.371332 0.049711 -0.919070 0.414 -0.022 -0.139
C 3.315417 0.996621 -0.848643 -0.032 -0.053 0.088
C 4.657401 0.753641 -1.133479 -0.020 0.038 0.053
C 4.987351 -0.529721 -1.572047 0.008 -0.015 -0.013
C 5.773615 1.689322 -0.926195 0.008 0.007 0.036
C 5.908728 2.977546 -0.584639 -0.042 -0.012 -0.044
C 4.972096 4.092602 -0.373567 -0.017 -0.070 -0.001
C 5.481656 5.274103 0.160579 -0.016 0.040 0.023
C 4.611448 6.334351 0.324973 0.028 -0.017 -0.004
N 3.329423 6.258773 -0.025196 0.012 0.012 0.003
C 2.941736 5.096566 -0.531189 -0.033 0.015 -0.025
N 3.680685 4.007928 -0.717340 0.041 0.077 -0.014
H 4.254570 -2.513347 -1.976509 0.007 0.002 -0.001
H 1.933713 -1.923409 -1.258135 -0.016 0.015 -0.058
H 2.998094 1.983975 -0.545977 0.007 -0.006 -0.024
H 6.016641 -0.759726 -1.819914 -0.004 0.002 -0.002
H 6.725254 1.177340 -1.035670 0.003 0.012 -0.001
H 6.937988 3.291133 -0.447585 0.004 0.005 -0.020
H 6.523083 5.358876 0.437203 0.002 -0.001 -0.002
H 4.947731 7.275676 0.744217 -0.002 0.000 -0.002
H 1.896962 5.027946 -0.818736 0.049 0.004 0.017

***

109
Properties=species:S:1:pos:R:3:forces:R:3 method="wB97M-V/def2-TZVPD" e_tot_ev=-102022.4535 multiplicity=1
Pd 0.655443 -0.300640 -1.082151 0.219 1.173 0.467
C 2.545404 -2.318451 1.152604 -0.142 0.363 -0.903
P 1.885812 -2.196440 -0.574378 -0.250 2.991 0.023
C 0.598272 -3.477894 -0.725086 2.023 0.151 0.845
N 1.036892 -4.652794 -0.364309 -2.594 -1.332 -1.745
C 0.177165 -5.648419 -0.866005 0.078 0.217 -0.544
C 0.456524 -6.963332 -0.532472 -0.145 -0.671 0.928
C -0.450593 -7.969482 -0.854370 1.692 0.231 0.711
C -1.429109 -7.771809 -1.812358 -0.151 1.992 -1.408
C -1.605918 -6.470594 -2.357115 -0.093 -1.051 -0.035
C -0.930940 -5.384877 -1.784682 1.502 -0.280 1.883
N -1.386510 -4.111245 -1.899474 0.366 0.588 -0.023
C -0.669755 -3.175842 -1.310247 -0.684 -0.750 -0.359
P -1.289116 -1.457975 -1.158920 1.399 0.945 -0.458
C -2.154976 -1.346282 -2.759639 -0.936 -0.360 -0.323
C -2.396555 -1.466895 0.341364 -0.523 -0.753 -0.063
C -1.648993 -1.024898 1.631013 0.171 -0.235 -0.762
C -3.460816 -0.400680 0.013840 -0.130 -0.458 -0.325
C -3.060884 -2.871830 0.501986 -0.709 0.464 -0.054
C 3.321427 -2.620717 -1.678647 -0.172 -0.690 0.465
C 4.280365 -1.408351 -1.688027 0.565 0.140 -0.099
C 2.804613 -2.917621 -3.099697 -2.268 0.132 -0.746
C 4.031086 -3.824430 -1.021998 1.414 -0.032 -1.066
H 2.482798 -3.334162 1.528740 0.193 -0.037 0.254
H 1.961921 -1.595380 1.718537 -0.166 -0.223 0.269
H 3.563116 -1.908033 1.124384 -0.153 -0.364 0.115
H 1.363986 -7.133919 0.081756 -0.853 -0.059 -0.299
H -0.269399 -8.915813 -0.359463 -0.242 -0.257 -0.413
H -1.939268 -8.622670 -2.223052 -0.408 -0.087 -0.029
H -2.210705 -6.198383 -3.241720 -0.107 -0.603 0.824
H -1.419128 -1.240227 -3.566100 0.192 0.022 0.452
H -2.771388 -0.441629 -2.789444 0.048 -0.232 -0.021
H -2.735994 -2.243942 -3.014694 -0.147 0.297 0.188
H -0.999652 -0.162165 1.427993 -0.212 -0.141 -0.059
H -1.022232 -1.807189 2.095064 -0.378 0.145 -0.251
H -2.431592 -0.710015 2.312273 0.027 -0.034 0.484
H -3.145457 0.605286 0.215595 0.743 0.436 -0.388
H -4.308774 -0.461794 0.671325 -0.615 -0.636 0.379
H -3.806410 -0.509292 -1.022455 -0.148 0.248 0.400
H -2.410877 -3.621230 0.950730 0.229 0.159 0.217
H -3.336499 -3.306460 -0.470836 -0.121 0.311 0.190
H -3.990597 -2.794459 1.112371 0.636 -0.062 -0.260
H 3.862621 -0.490030 -2.114994 -0.364 -0.241 0.185
H 5.174395 -1.615525 -2.302537 -0.280 -0.311 0.108
H 4.688983 -1.155635 -0.689231 -0.445 -0.193 -0.323
H 2.288417 -2.027148 -3.586853 0.770 -0.630 0.873
H 1.948265 -3.697627 -3.169434 1.605 0.831 0.445
H 3.588299 -3.204728 -3.800164 0.198 -0.191 0.201
H 4.652533 -3.474478 -0.164118 -0.443 -0.380 -0.617
H 4.714269 -4.256041 -1.805205 -0.310 0.185 0.844
H 3.361161 -4.616045 -0.689953 -0.026 0.133 -0.060
C 0.166171 -1.007081 5.929883 0.151 1.289 -0.286
S -1.622914 -1.064862 5.640487 0.037 -0.533 -0.468
C -2.071726 -0.150596 7.140964 0.741 0.547 -1.025
H 0.372226 -1.603554 6.803969 0.177 0.335 0.683
H 0.428935 0.095716 5.993735 0.062 -1.464 0.339
H 0.804353 -1.458772 5.172079 -0.522 0.097 -0.539
H -3.022957 -0.475876 7.508495 -0.498 -0.176 0.168
H -2.109012 0.919153 6.840723 0.143 -0.590 0.774
H -1.274240 -0.411556 7.836287 -0.291 0.503 0.328
C -0.079820 3.360248 -0.289433 1.042 1.706 -1.419
P 1.197083 2.045441 -0.680862 -2.640 -2.349 -0.963
C 2.075387 1.854817 0.859216 -0.024 -0.224 2.452
C 3.430967 1.604309 0.895595 1.369 -0.521 -0.661
C 4.128146 1.114330 1.995418 -0.063 0.238 -0.678
C 3.520623 1.037938 3.243003 0.674 -1.070 0.457
C 2.163729 1.309892 3.312918 -1.394 0.690 -1.767
C 1.422955 1.648352 2.107047 0.347 0.061 0.588
C 2.309243 2.825399 -1.820826 1.132 1.529 -0.183
C 3.003418 3.919045 -1.307832 0.773 0.064 0.535
C 4.249435 4.298801 -1.822704 -0.756 -1.381 -1.290
C 4.841556 3.599157 -2.879771 -2.179 -0.862 0.146
C 4.031288 2.611799 -3.510846 0.081 1.371 0.659
C 2.750340 2.315954 -3.053663 0.354 -0.662 0.803
P -1.754832 2.923558 0.229810 -1.110 -1.415 -0.134
C -2.761347 2.966956 -1.332650 -0.387 -1.223 0.081
C -2.297480 2.370286 -2.493773 -0.281 1.192 -2.021
C -3.078642 2.411053 -3.724512 0.751 0.250 2.397
C -4.356446 2.882599 -3.664747 -1.063 -0.072 1.127
C -4.918081 3.294260 -2.428784 -0.223 0.255 -0.176
C -4.126437 3.317405 -1.274705 -0.534 0.832 -0.102
C -2.400533 4.441888 0.948606 -0.524 0.755 0.144
C -2.647041 4.491969 2.328618 0.186 2.209 1.199
C -2.935113 5.735982 2.970384 -1.124 0.303 0.152
C -3.099246 6.937488 2.183943 0.999 -3.687 1.315
C -2.903580 6.828526 0.846831 -0.186 -0.383 -2.256
C -2.679069 5.580019 0.192662 0.761 1.708 -0.239
H -0.163487 4.056539 -1.195385 0.352 -0.829 1.106
H 0.397526 3.929912 0.518849 -0.379 0.224 -0.044
H 4.016716 1.659031 -0.019422 -0.197 0.066 -0.077
H 5.132246 0.747854 1.755734 -0.187 0.335 0.657
H 4.116268 0.601679 4.090949 -0.886 0.747 -0.716
H 1.603218 1.280451 4.244358 0.179 -0.186 -0.149
H 0.315199 1.720303 2.127558 0.818 0.055 0.303
H 2.652511 4.381535 -0.365430 0.251 -0.151 -0.687
H 4.733800 5.134052 -1.460393 1.022 1.559 1.080
H 5.832796 3.807944 -3.235050 0.206 0.140 -0.068
H 4.390913 2.132419 -4.386099 0.267 -0.427 -0.663
H 2.147859 1.567418 -3.552852 0.081 -0.176 0.018
H -1.257097 2.090030 -2.508660 0.173 -0.438 -0.251
H -2.750482 2.174908 -4.706984 0.904 -0.628 -0.349
H -4.982460 2.833294 -4.546159 0.001 0.294 -0.053
H -5.978452 3.659587 -2.452955 1.153 -0.455 0.383
H -4.507545 3.741544 -0.322987 0.004 -0.451 -0.824
H -2.555573 3.639932 2.987196 0.161 -0.308 -0.286
H -3.167646 5.789814 4.103673 0.581 -0.266 -2.083
H -3.329857 7.845091 2.628582 -0.296 1.542 0.842
H -2.935720 7.741997 0.235295 -0.204 -0.511 0.143
H -2.629734 5.614812 -0.935159 0.160 -0.325 1.463